Formula: C5H8O2
Source: OMol25
Level of theory: ωB97M-V/def2-TZVPD

The geometry in XYZ format:
```
15
Properties=species:S:1:pos:R:3
C -0.22 1.63 -0.40
C -0.63 0.21 -0.13
C -0.07 -0.53 1.12
O 0.96 0.14 1.79
C 0.40 -1.74 0.27
O 1.31 -1.11 -0.64
C 0.04 -0.80 -1.03
H -0.67 1.97 -1.34
H 0.86 1.69 -0.50
H -0.54 2.29 0.41
H -1.72 0.08 -0.14
H -0.82 -0.78 1.88
H 1.70 0.21 1.17
H -0.42 -2.18 -0.39
H -0.20 -1.07 -2.06
```

- LUMO energy: 0.91 eV
- Frontier orbital gap: 9.73 eV
- E_HOMO: -8.816 eV
- SMILES: C[C@@H]1[C@H](O)[C@@H]2O[C@H]12
- 2S+1: 1

=====

Formula: C5H8O2
Source: OMol25
Level of theory: ωB97M-V/def2-TZVPD

The geometry in XYZ format:
```
15
Properties=species:S:1:pos:R:3
C -0.45 1.44 -0.96
C -0.28 -0.02 -0.66
C 0.96 -0.87 -0.65
C 0.37 -0.38 0.63
O 0.99 0.55 1.45
C -0.96 -1.01 0.96
O -1.40 -0.89 -0.41
H 0.06 1.82 -1.84
H -0.02 1.91 -0.07
H -1.51 1.69 -0.97
H 0.96 -1.94 -0.83
H 1.84 -0.33 -1.02
H 1.93 0.36 1.42
H -0.94 -2.02 1.39
H -1.56 -0.32 1.56
```

- LUMO energy: 0.78 eV
- Frontier orbital gap: 9.65 eV
- E_HOMO: -8.871 eV
- 2S+1: 1

=====

- Among the records above, which one has the lowest E_HOMO?
  number 2